Here is a molecular structure, C30H34F6N8O10PS4SbTeV at a distorted geometry from the OMol25 dataset. Energies are from wB97M-V/def2-TZVPD.

Geometry (Å):
V  -8.263329  15.190965  9.851952
C  -3.751909  17.803092  12.624629
C  -3.229084  17.174902  11.475103
C  -4.023007  16.747873  10.444893
C  -5.444011  16.612465  10.650001
C  -5.955333  17.112853  11.879045
C  -5.133188  17.754093  12.799981
N  -6.203251  15.705226  9.844848
N  -5.377195  14.826952  9.369734
C  -5.907528  13.823850  8.655931
C  -5.006728  12.991973  7.873961
C  -5.610814  12.077620  7.038454
C  -7.030317  11.864604  7.018965
C  -7.792259  12.596806  7.917005
N  -7.258045  13.582505  8.683379
H  -3.070309  18.308624  13.274931
H  -2.165290  17.013127  11.406104
H  -3.549675  16.354960  9.540397
H  -7.023491  17.050331  12.026911
H  -5.583665  18.245248  13.673304
H  -3.933688  13.183965  7.959963
H  -5.026624  11.403140  6.419139
H  -7.386738  11.107336  6.322684
H  -8.864640  12.369767  8.028100
C  -12.293466  16.336946  15.092714
Sb  -10.677920  14.895249  15.222741
C  -11.929868  13.140256  14.850233
C  -10.620041  14.386803  17.312576
H  -12.449899  16.595327  14.076324
H  -12.142643  17.259927  15.725728
H  -13.146919  15.747907  15.413789
H  -11.249937  12.273115  14.716323
H  -12.516939  13.279680  13.959993
H  -12.663032  12.948487  15.600627
H  -11.664860  14.292940  17.718022
H  -10.070625  15.126691  17.930095
H  -10.185463  13.380787  17.438147
C  -10.519506  13.513549  4.127311
C  -10.362192  14.143927  5.511507
O  -9.355939  15.180077  5.368712
P  -9.273774  16.308986  6.515241
O  -8.520672  15.870734  7.782762
Te  -11.363147  17.259018  7.428703
O  -8.317540  17.324035  5.771430
C  -8.351865  17.670529  4.334939
C  -8.072566  19.170312  4.260423
H  -11.382036  12.873069  4.049834
H  -9.675199  12.876677  3.982765
H  -10.548702  14.286900  3.327954
H  -10.099676  13.418852  6.289085
H  -11.315598  14.567882  5.797638
H  -9.312033  17.300378  3.990456
H  -7.568225  17.037441  3.953371
H  -6.973117  19.437074  4.456924
H  -8.761035  19.707498  4.987936
H  -8.365294  19.669890  3.323051
O  -8.321203  23.794875  12.014111
S  -9.450120  24.201621  11.150623
O  -9.519086  23.692248  9.795058
O  -9.704002  25.612998  11.396758
C  -10.702427  22.928004  11.733576
N  -11.826146  23.124323  12.357343
C  -12.641178  22.073967  12.523498
C  -12.221442  20.784463  12.156721
C  -10.888424  20.696586  11.758545
N  -10.147689  21.757970  11.416418
C  -10.273465  19.430003  11.472525
C  -10.706530  18.216567  12.043951
C  -10.244129  17.033801  11.536045
N  -9.214898  16.993416  10.612124
C  -8.731453  18.181400  10.170142
C  -9.293406  19.377258  10.503974
H  -13.611047  22.338223  12.889128
H  -12.772271  19.847473  12.280183
H  -11.416804  18.120507  12.879319
H  -10.768955  16.114736  11.709467
H  -7.970825  18.150141  9.401831
H  -8.918044  20.253992  10.019507
S  -6.044055  12.407913  13.102193
C  -6.981629  13.424544  12.301279
N  -7.554622  14.248623  11.666686
F  -10.323209  12.387159  12.457293
C  -10.506121  12.016734  11.113651
F  -9.281879  11.677399  10.633434
F  -11.225369  10.900657  11.000607
S  -11.144490  13.514461  10.202144
O  -10.111627  14.525318  10.380486
O  -11.413611  13.051666  8.857557
N  -12.423817  13.999084  10.969453
S  -13.772615  13.057184  11.039317
O  -13.644751  12.119026  12.117071
O  -14.249283  12.739944  9.719641
C  -15.081812  14.299433  11.664498
F  -14.575213  15.057352  12.678699
F  -16.111292  13.525425  12.130999
F  -15.560272  15.084665  10.669282

Forces on the atoms, in the same order (eV/Å):
V 1.5 0.1 -0.6
C -0.7 -1.0 -1.2
C 0.1 0.9 0.5
C -1.3 -1.0 -0.1
C 1.4 0.4 1.7
C 0.0 -0.1 -1.7
C 0.3 0.7 0.4
N 0.2 -0.1 0.0
N 0.0 0.7 0.1
C -0.9 -2.0 -1.5
C -1.5 0.8 0.5
C -0.5 -0.4 0.2
C 1.5 0.6 0.5
C 0.1 -0.1 -0.2
N 0.5 -0.1 0.1
H 0.1 0.0 0.6
H 0.3 0.4 -0.2
H -0.4 0.1 0.4
H 0.0 -0.2 0.3
H 0.1 -0.3 -0.4
H -0.5 -0.2 -0.1
H 0.2 0.3 0.0
H -0.4 0.3 0.4
H 0.5 0.5 0.1
C 0.3 0.1 1.9
Sb 0.1 -0.6 -0.5
C 1.0 0.1 -0.5
C -1.0 0.2 1.1
H 0.0 0.3 -1.0
H -0.2 -1.1 -0.7
H -0.4 0.3 0.2
H -0.6 0.5 0.1
H 0.1 0.0 -0.7
H -0.3 -0.1 1.0
H 0.8 0.3 -0.3
H -0.2 -0.5 -0.4
H 0.1 0.5 -0.2
C 0.4 0.6 0.2
C -0.4 0.0 -0.9
O -0.5 -0.6 0.6
P -0.7 0.6 2.6
O -0.1 -0.3 -0.5
Te 0.7 -0.4 -1.1
O 0.5 0.6 -0.5
C 0.0 -0.2 1.9
C -0.1 1.2 0.5
H -0.5 -0.1 0.1
H 0.8 -0.4 -0.5
H 0.0 -0.5 0.6
H 0.2 0.1 -0.2
H -0.1 0.5 0.3
H -0.1 0.5 -0.5
H 0.3 0.0 -0.7
H -1.7 -0.5 -0.1
H 1.1 -0.8 -0.4
H 0.3 -0.7 -0.1
O -0.4 -0.1 -1.2
S 0.8 -0.8 2.3
O 0.7 1.0 -0.7
O -1.2 -0.4 -0.7
C 1.9 0.9 -0.2
N -1.3 0.4 0.2
C 1.1 -0.7 -0.9
C -0.1 0.5 1.1
C -0.2 1.4 -0.7
N -1.3 -0.8 1.1
C 0.1 -1.7 0.1
C -0.2 0.3 0.2
C 1.5 0.2 -1.7
N -0.3 0.7 0.8
C -0.7 -1.6 -0.1
C 0.4 0.1 0.2
H -0.5 -0.3 0.3
H -0.2 0.7 0.0
H 0.2 0.5 -0.6
H 0.3 -0.3 0.5
H 0.2 -0.2 0.1
H -0.1 0.5 0.0
S 0.3 -0.7 0.6
C -0.8 2.0 -1.5
N -0.1 -0.9 0.3
F -0.6 -1.0 -2.4
C 2.0 -0.1 1.6
F -0.6 0.7 0.2
F -0.3 1.0 0.4
S -2.3 -0.4 -1.2
O -0.5 -0.9 0.0
O 0.9 0.0 0.9
N -0.2 -0.5 0.4
S 0.8 1.7 -0.8
O -0.4 -0.2 -0.4
O -0.1 -0.6 0.9
C 0.3 -0.2 0.0
F -0.9 -0.7 -1.1
F 1.0 1.1 -0.3
F 0.6 -0.7 1.3

HOMO level (alpha / beta): -2.9 / -3.0 eV
LUMO level (alpha / beta): 2.24 / 2.32 eV
ΔE to the lowest compared entry with this formula, charge and spin: 0.0 kcal per mole
2S+1: 4
net charge: -2
frontier orbital gap (alpha / beta): 5.2 / 5.3 eV

Atomic partial charges in e from the Löwdin method, atoms 1 to 2: atom 1 (V): 0.868, atom 2 (C): -0.081